47
Properties=species:S:1:pos:R:3:lowdin_charge:R:1 method="wB97M-V/def2-TZVPD" gap_ev=7.6 spin_multiplicity=1 homo_ha=-0.2879 smiles="CN(C)CCc1cc2c(cc1/C=C1/OC(=O)c3c1ccc1c3OCO1)OCO2" charge=0 de_lowest_ev=6.104
H -1.33 -1.31 1.98 0.13
H -2.68 2.19 2.32 0.08
H 2.50 0.18 1.78 0.09
C -2.13 0.14 -0.24 -0.18
H 2.29 -1.89 3.46 0.06
H -2.54 -1.96 -0.29 0.13
N 0.72 -0.59 2.77 -0.26
C -3.29 2.61 0.30 -0.21
C -3.17 2.16 -0.99 -0.21
H 0.91 -1.94 4.43 0.06
C -0.72 -1.64 -1.17 -0.21
C 2.23 0.76 -2.24 0.03
C -0.37 0.32 2.99 -0.20
O -0.51 -2.97 -1.22 0.15
C -2.61 1.90 1.36 0.09
H 1.95 -0.60 4.60 0.08
C 0.79 -3.12 -1.55 -0.36
C 2.72 -1.60 -2.21 -0.15
H -3.86 4.91 -1.35 0.10
O 3.80 -2.42 -2.37 0.04
C 1.45 -1.94 -1.85 -0.04
H -0.77 0.49 3.94 0.09
H -0.06 1.37 2.69 0.14
H 5.23 -1.89 -3.93 0.16
C 4.90 -1.57 -2.88 -0.04
O 4.41 -0.17 -2.75 0.02
C -2.10 0.63 1.04 -0.17
O -3.91 3.76 0.34 0.07
C -4.31 4.08 -1.00 -0.10
H 0.93 -0.07 0.84 0.06
H 5.72 -1.68 -2.18 0.12
C 1.51 -1.28 3.84 -0.08
H 2.63 1.73 -2.42 0.12
H -5.34 4.32 -0.98 0.13
C -1.56 -0.24 2.22 -0.12
C -2.55 0.99 -1.36 0.09
C 3.09 -0.32 -2.37 -0.22
H -2.58 0.54 -2.35 0.13
C 0.49 -0.93 -1.60 -0.01
C 0.97 0.45 -1.81 0.02
O 1.38 -4.26 -1.54 0.07
H 1.97 -1.34 1.19 0.08
C -1.80 -1.24 -0.54 0.03
H 0.29 1.20 -1.58 0.08
C 1.59 -0.43 1.61 -0.09
H -2.44 -0.37 2.91 0.12
O -3.84 3.03 -1.85 0.04

53
Properties=species:S:1:pos:R:3:lowdin_charge:R:1 method="wB97M-V/def2-TZVPD" gap_ev=5.6 spin_multiplicity=1 homo_ha=-0.0647 charge=-2 de_lowest_ev=0.105
C 2.21 -1.05 1.49 -0.57
H 0.60 -3.67 -1.70 0.12
H 5.06 1.88 3.03 0.09
C 3.83 3.82 0.75 -0.09
S -0.97 -2.25 3.89 0.48
H 1.65 -0.55 3.48 0.12
H -3.56 1.96 -4.73 0.02
H 1.00 1.22 0.42 0.07
C -1.78 2.52 -2.14 -0.19
H -2.01 1.19 -5.09 0.02
C -1.85 -4.87 5.23 -0.31
C -1.67 -4.87 3.82 -0.44
C -1.13 -1.36 -3.46 -0.10
H -1.43 2.43 -1.11 0.00
H 0.64 0.23 2.27 0.08
C 1.81 1.93 0.52 0.02
C 1.99 2.88 -0.48 -0.10
O 3.36 -0.99 1.11 0.07
H -4.16 0.64 -0.76 0.00
H -3.48 0.21 -4.92 0.03
C 2.63 1.93 1.64 -0.23
S -1.51 -0.15 0.37 0.66
H -2.47 3.36 -2.20 0.03
C -1.15 -0.95 -1.10 -0.73
Cl 3.25 5.00 -1.63 0.59
H 1.35 2.87 -1.35 0.09
O 2.52 1.08 2.67 -0.03
N -0.40 -2.06 -0.93 -0.05
S -1.17 -3.87 1.38 0.66
Si -2.63 0.94 -2.68 0.49
H -4.82 -0.12 -2.21 0.03
Be -0.12 -2.24 0.78 -0.13
C 4.56 2.85 2.96 -0.04
C 3.00 3.81 -0.36 -0.67
O 1.34 -1.94 1.13 -0.05
H 4.62 4.55 0.82 0.10
C 1.67 -0.05 2.52 -0.10
H -0.93 2.74 -2.79 0.02
N -2.01 -4.94 6.38 0.09
H -4.91 1.64 -2.02 0.02
C 3.66 2.88 1.75 -0.20
C 0.00 -2.81 -1.95 -0.10
C -1.56 -0.57 -2.41 -0.25
H 5.31 3.64 2.91 0.07
C -4.29 0.76 -1.84 -0.19
C -0.33 -2.50 -3.25 -0.08
N -2.17 -7.14 2.71 0.09
C -2.95 1.08 -4.53 -0.20
C -1.25 -3.72 3.12 -1.18
H 0.00 -3.11 -4.07 0.09
H -1.41 -1.10 -4.47 0.09
H 3.98 2.96 3.88 0.08
C -1.93 -6.12 3.18 -0.32

48
Properties=species:S:1:pos:R:3:lowdin_spin:R:1 method="wB97M-V/def2-TZVPD" gap_ev="2.8 / 4.6" spin_multiplicity=5 homo_ha="0.0586 / -0.0095" charge=-2
H 0.11 -1.97 -4.10 0.01
H 2.63 0.47 -1.41 0.01
Cl -0.55 -4.78 4.97 0.00
C -0.08 0.16 -3.61 0.61
H 0.17 -2.51 -1.82 0.00
C 0.71 1.42 -3.50 0.09
H -2.48 0.14 -0.68 0.01
H -2.00 1.00 -3.19 0.00
C -0.98 2.91 0.51 0.11
Cl 0.10 0.57 4.46 0.03
H -2.57 0.33 2.01 0.00
C 0.66 -1.21 -3.56 0.06
O 0.21 -0.67 -1.07 0.10
H 1.65 -1.14 -3.98 0.00
Cl -1.45 -2.33 0.25 0.03
H -0.55 3.85 0.44 0.01
H 1.78 -1.76 -1.71 0.00
C -0.87 -3.46 2.63 0.01
C -2.03 0.87 -0.12 0.12
H 2.10 0.56 2.86 0.00
H 0.28 2.10 -2.77 0.01
H -1.49 2.43 -1.62 0.01
C -1.29 2.18 1.74 0.08
C -2.04 0.95 1.37 -0.01
H 2.34 -1.11 0.75 0.00
C -1.46 2.14 -0.63 0.09
C -0.15 -2.14 4.56 0.01
H -1.83 0.01 -4.69 0.03
C 1.95 0.82 1.88 0.00
H -1.16 2.51 2.72 0.01
H 2.02 2.96 -0.76 0.00
C 2.26 0.77 -0.50 0.20
C -0.82 -2.28 1.84 0.02
C 1.98 2.16 -0.11 0.06
C 1.72 2.17 1.33 0.18
C -0.12 -0.98 3.74 0.03
Cl -1.36 -4.93 1.93 0.01
C 2.15 -0.09 0.71 0.05
H -1.98 -0.75 -3.06 0.01
H 1.54 3.02 1.92 0.01
Cl 0.25 -2.01 6.21 0.02
C -0.33 -1.10 2.37 0.07
C 0.72 -1.55 -2.00 0.05
C -0.51 -3.38 4.00 0.00
H 0.64 1.84 -4.53 0.04
H 1.73 1.23 -3.21 0.00
C -1.58 0.09 -3.62 0.08
Rh 0.00 0.47 1.06 1.72

55
Properties=species:S:1:pos:R:3:lowdin_charge:R:1 method="wB97M-V/def2-TZVPD" gap_ev=6.8 spin_multiplicity=1 homo_ha=-0.2663 charge=0 de_lowest_ev=0.482
C 1.33 -5.22 0.08 -0.61
N 0.60 2.37 -1.61 0.10
C 0.52 -4.11 2.06 -0.65
N 1.70 3.65 0.01 0.10
N -0.05 -1.91 -0.74 -0.09
H 0.84 6.59 0.11 0.09
H 0.08 2.67 -4.34 0.09
N -2.92 2.75 -0.93 0.09
C 1.39 2.09 4.26 -0.10
C 1.76 6.05 -0.12 -0.02
H -0.11 4.36 3.64 0.10
C -0.34 1.19 3.04 -0.74
N 0.25 2.33 3.38 -0.14
H 1.42 -6.07 2.01 0.10
Pt -0.74 -0.48 0.48 0.80
C 0.01 3.64 2.83 -0.04
C 0.19 -1.81 -2.03 -0.11
H 1.37 0.24 5.44 0.12
C 1.32 2.43 -0.44 -0.81
H -1.40 2.62 -3.37 0.08
O -0.46 -1.95 1.89 -0.32
C 1.19 -3.98 -2.10 -0.01
C -0.52 3.22 -3.60 0.00
H 0.48 5.57 -2.48 0.13
C 0.96 -4.11 -0.72 -0.17
H -0.83 4.16 -4.04 0.09
H -0.14 -0.90 -2.51 0.10
C -2.31 3.83 -0.45 -0.37
N 0.19 0.16 3.69 0.05
C -2.33 1.63 -0.95 -0.45
C 0.29 3.46 -2.37 -0.28
H -0.90 3.63 2.23 0.04
H 0.84 3.93 2.19 0.07
H 2.29 0.11 3.94 0.12
H 0.98 -2.71 -3.81 0.11
N -1.78 4.79 -0.06 0.14
C 0.72 4.67 -1.94 0.00
H 2.30 2.47 3.79 0.13
H 1.68 -4.78 -2.64 0.10
C 1.12 -5.21 1.42 -0.17
H 0.18 1.48 -1.83 0.09
H 1.25 2.60 5.22 0.12
C 0.11 -3.00 1.35 -0.42
H 2.34 5.92 0.79 0.08
Cl 2.10 -6.59 -0.67 0.69
N -1.81 0.57 -1.03 -0.03
H 0.05 -0.79 3.33 0.08
C 1.41 0.55 4.40 -0.11
C 0.34 -3.03 -0.06 -0.13
I 0.27 -4.11 4.12 0.93
S -1.65 1.08 1.92 0.66
H 2.32 6.65 -0.83 0.08
C 1.40 4.72 -0.70 -0.32
S 1.69 0.99 0.35 0.62
C 0.81 -2.84 -2.75 -0.03